Below is a structure of composition C7H11NO in a non-equilibrium geometry, with properties calculated with ωB97M-V with the def2-TZVPD basis set.

As for the LUMO energy: 0.493 eV. Its net charge is 0. For the HOMO energy, the calculation gives -9.291 eV. The value obtained for the largest force on an atom is 0.1664 hartree/bohr. For the orbital gap, the calculation gives 9.78 eV. As for the energy relative to the best compared isomer or geometry (same formula, charge and spin): 953.0 kJ/mol. The calculation puts the energy at -10965.399 eV.

Element x y z (Å)
C  2.124472  -0.785256  -1.062375
C  0.757159  0.198274  -0.819964
C  -1.304587  -1.584186  -0.287715
C  0.334620  0.501678  0.612724
C  0.775598  0.140439  1.840752
C  -0.154136  1.920046  0.849576
C  -1.292775  2.367489  0.266620
H  2.761263  0.358237  -1.777129
H  2.730773  -1.148998  0.204092
H  1.617205  -1.987237  -1.667515
H  0.561235  0.924168  -1.669763
H  -2.106113  -1.648947  0.423338
H  1.836741  0.632237  2.169079
H  1.038384  -0.839504  1.852550
H  0.303699  0.332446  2.684736
H  0.472445  2.563556  1.185206
H  -1.897522  1.443667  -0.291924
H  -1.544907  3.316481  0.526765
N  -0.529673  -0.294730  -0.351305
O  -1.188450  -2.304237  -1.197252

Atomic forces in eV per Å
C -1.589 0.965 0.582
C 1.436 -2.751 -0.187
C 2.458 4.463 -0.308
C -4.156 4.122 -5.563
C 7.879 -1.388 2.095
C -5.664 -3.343 -5.475
C 0.966 -5.905 -0.143
H -1.123 -4.451 1.968
H -1.856 1.356 -4.366
H 2.231 4.159 1.583
H 0.779 -0.581 1.354
H -0.163 0.286 1.074
H -2.034 -0.696 -1.295
H 0.775 -3.412 0.401
H -3.345 1.080 3.325
H 4.146 3.951 2.917
H 1.139 3.208 1.406
H -1.458 2.652 -0.090
N -0.499 -1.052 2.698
O 0.076 -2.664 -1.975